Entry 1:
Here is a 6-piece molecular cluster, C17H49N3O7 overall in a non-equilibrium geometry from the Open Molecules 2025 dataset. Energies are from wB97M-V/def2-TZVPD.

Computed properties:
relative energy (zero: lowest compared OMol25 entry of this formula, charge and spin)	320.9	kJ/mol
net charge	0
HOMO	-8.5	eV
calculated total energy	-37221.437	eV
max |F|	2.5	eV/Å
HOMO-LUMO gap	9.02	eV
spin multiplicity	1
lowest unoccupied orbital energy	0.02086	hartree

Atoms and positions in Å:
C 3.0267 1.6325 -0.0498
O 2.3660 1.6469 1.1629
C 2.7590 0.6598 2.0739
C 1.7594 0.6874 3.2628
C 1.9052 1.9724 4.0878
N 1.8299 -0.5450 4.0897
H 2.9071 0.6477 -0.5014
H 4.0977 1.7503 0.1154
H 2.5936 2.4704 -0.5960
H 2.6776 -0.2918 1.5486
H 3.8074 0.7427 2.3606
H 0.7659 0.6569 2.8154
H 1.7201 2.8896 3.5288
H 2.9244 2.0462 4.4672
H 1.1571 2.1283 4.8651
H 1.4434 -0.3095 4.9926
H 2.7707 -0.6859 4.4293
C 0.4947 1.4581 -3.1348
O -0.0396 0.2583 -3.7436
C -1.1655 -0.3242 -3.0472
C -1.5367 -1.7223 -3.5292
C -2.0042 -1.7510 -5.0040
N -2.5620 -2.3659 -2.7140
H -0.2125 2.2865 -3.0922
H 1.3626 1.7431 -3.7295
H 0.8001 1.2070 -2.1190
H -0.8305 -0.5185 -2.0283
H -2.1113 0.2170 -3.0706
H -0.6428 -2.3437 -3.4762
H -2.0940 -2.7507 -5.4290
H -1.2169 -1.1859 -5.5028
H -2.9567 -1.2382 -5.1379
H -2.5047 -1.9440 -1.7981
H -3.4613 -2.1191 -3.1018
C 1.2469 -6.8988 1.8032
O 0.1922 -6.3934 1.0273
C 0.5394 -5.8430 -0.1955
C -0.6084 -5.1651 -1.0568
N -0.5820 -3.7053 -0.8959
C -1.0198 -3.3093 0.3757
C -0.8760 -1.8067 0.6154
O -1.9934 -1.0741 0.0355
C -2.0469 0.3050 0.3471
H 1.8209 -7.6734 1.2946
H 0.8987 -7.3856 2.7142
H 1.8798 -6.0277 1.9729
H 0.9626 -6.6499 -0.7937
H 1.3504 -5.1290 -0.0522
H -1.5490 -5.6104 -0.7327
H -0.4196 -5.5043 -2.0753
H -1.2202 -3.3399 -1.5882
H -0.4561 -3.8999 1.0978
H -2.0791 -3.5395 0.4895
H -0.0306 -1.4173 0.0482
H -0.7914 -1.4828 1.6527
H -2.9776 0.7810 0.0384
H -1.2468 0.9383 -0.0362
H -2.0531 0.4277 1.4301
C -0.2114 3.7526 0.3294
O 0.1657 2.8048 1.2925
H -0.5157 3.2880 -0.6085
H -1.0360 4.3585 0.7048
H 0.6781 4.3692 0.1995
H 1.0579 2.5286 1.0704
C -1.1859 4.0629 3.8840
O -1.2816 4.6693 5.1658
H -1.7866 3.1537 3.8578
H -1.5805 4.7519 3.1372
H -0.1249 3.8460 3.7603
H -1.0592 5.6024 5.1279
C -0.1732 6.1789 -2.9321
O -0.7128 4.8345 -2.9861
H 0.0133 6.3745 -1.8761
H 0.7825 6.2556 -3.4507
H -0.7603 7.0018 -3.3397
H -1.0403 4.5648 -3.8473

---

Entry 2:
Here is an isolated ion of composition C7H11N4O2S2 and charge +1 in a non-equilibrium geometry from the Open Molecules 2025 dataset. Energies are from wB97M-V/def2-TZVPD.

Computed properties:
relative energy (zero: lowest compared OMol25 entry of this formula, charge and spin)	187.0	kJ/mol
net charge	+1
HOMO (alpha / beta)	-11.5 / -11.5	eV
calculated total energy	-39148.197	eV
max |F|	5.0	eV/Å
HOMO-LUMO gap (alpha / beta)	5.59 / 5.59	eV
spin multiplicity	1
lowest unoccupied orbital energy (alpha / beta)	-0.21671 / -0.21669	hartree

Atoms and positions in Å:
C -1.0881 -0.4492 -0.1036
C -1.2129 -1.7287 -0.5300
C 2.8115 -1.2593 0.1304
C 1.2940 -0.2484 -0.3680
C -1.8185 0.3134 0.9826
C 1.6080 -0.1133 2.2567
C -0.0858 0.6862 -2.0634
N 2.2946 -0.7567 -1.0863
N 1.8444 -0.5361 0.8366
N -2.2323 -2.6020 0.1624
N 0.0890 0.3356 -0.6804
O -1.8034 -2.8908 1.2814
O -3.2775 -2.8714 -0.3735
S 3.9591 -2.1981 0.5745
S -0.4634 -2.4569 -1.8754
H -1.3732 -0.1263 1.9328
H -2.8641 0.1043 1.0799
H -1.7733 1.3954 0.8445
H 2.5634 -0.0939 2.7806
H 1.1519 0.9153 2.1441
H 0.9458 -0.7796 2.7538
H -0.4662 -0.0964 -2.7122
H -0.9076 1.4655 -2.1929
H 0.6957 1.0940 -2.5907
H 2.1418 -1.0873 -2.1189
H 0.0353 1.1388 -0.1275

---

Entry 3:
Here is C9H36CdO14 as an isolated structure in a non-equilibrium geometry from the Open Molecules 2025 dataset. Energies are from wB97M-V/def2-TZVPD.

Computed properties:
net charge	0
HOMO	-9.0	eV
calculated total energy	-43143.402	eV
max |F|	4.3	eV/Å
HOMO-LUMO gap	7.28	eV
spin multiplicity	1
lowest unoccupied orbital energy	-0.06180	hartree

Atoms and positions in Å:
Cd -0.4437 3.4246 2.2964
C -0.8448 0.1118 0.0507
C 0.0842 1.3198 0.0321
O -0.5097 2.5375 0.4011
H -1.0186 -0.3002 1.0448
H -0.3520 -0.7257 -0.4430
H -1.7786 0.2311 -0.4988
H 0.5725 1.3694 -0.9411
H 0.8723 1.1404 0.7635
O -1.5056 2.0581 3.3205
H -1.4692 1.1344 3.0043
C 3.3884 -2.0328 -1.6001
C 1.9696 -1.8588 -1.3897
O 1.5167 -3.0068 -0.6468
C 2.6105 -3.6327 -0.2311
O 2.6805 -4.5454 0.5972
O 3.7398 -3.0726 -0.7470
H 3.9247 -1.1346 -1.2942
H 3.6150 -2.2886 -2.6352
H 1.3608 -1.9293 -2.2911
H 1.7833 -0.9665 -0.7920
O 2.1689 4.2010 -1.3815
H 2.6762 3.3946 -1.2888
H 2.8062 4.8533 -1.6725
O -3.1435 2.5324 -0.7591
H -3.6492 1.8977 -0.2516
H -2.2389 2.4007 -0.4751
O 1.4223 2.7557 3.1546
H 2.3783 2.7583 3.2028
H 1.1446 2.2579 3.9235
O -0.4847 3.8068 -2.3827
H -0.8073 3.5989 -1.5058
H 0.4307 4.0528 -2.2495
O -3.7739 0.5636 2.0306
H -4.2237 0.2317 2.8076
H -3.1471 1.2021 2.3706
O -4.3524 -1.9997 0.5026
H -5.2330 -1.8547 0.1566
H -4.0301 -1.1234 0.7133
O -2.0007 -0.5118 4.4795
H -1.8451 -1.1987 5.1277
H -2.1686 -0.9846 3.6644
C -0.0880 -3.7796 2.2218
C -1.6500 -3.9282 2.2850
O -2.2314 -2.7793 2.9582
H 0.2803 -3.6457 3.2389
H 0.2510 -2.8534 1.7579
H 0.4601 -4.6430 1.8446
H -1.9882 -4.8148 2.8214
H -1.9638 -4.0596 1.2495
H -3.0778 -2.6557 2.5225
C 1.4914 0.7020 -3.8674
C 2.1602 1.9915 -4.3608
O 3.2605 1.6172 -5.0976
H 2.1999 -0.0270 -3.4742
H 0.9557 0.1355 -4.6292
H 0.7256 0.9548 -3.1341
H 2.4854 2.6714 -3.5734
H 1.3548 2.3637 -4.9940
H 3.2493 2.0827 -5.9370

---

Entry 4:
Here is C23H21BF4N3O5STl as an isolated structure from the Open Molecules 2025 dataset. Energies are from wB97M-V/def2-TZVPD.

Computed properties:
relative energy (zero: lowest compared OMol25 entry of this formula, charge and spin)	0.0	kJ/mol
net charge	0
HOMO	-8.1	eV
calculated total energy	-65983.756	eV
max |F|	0.4	eV/Å
HOMO-LUMO gap	8.04	eV
spin multiplicity	1
lowest unoccupied orbital energy	-0.00047	hartree

Atoms and positions in Å:
Tl -2.2744 -0.8628 0.8146
O 0.3707 -3.5003 -2.2874
C -0.2285 -2.9291 -1.2689
O -0.8758 -1.9053 -1.3487
C -0.0103 -3.6476 0.0370
C 0.8326 -4.7455 0.1267
C 1.0584 -5.2934 1.3767
C 0.4610 -4.7106 2.4827
C -0.3743 -3.6219 2.2828
N -0.6252 -3.1189 1.0851
C -1.0807 -2.9180 3.4165
O -0.4377 -2.8812 4.5898
O -2.1883 -2.4653 3.3057
H 0.3052 -2.8858 -3.0885
H 1.3031 -5.1355 -0.7632
H 1.7002 -6.1568 1.4916
H 0.6212 -5.1110 3.4751
H 0.5181 -2.9078 4.4320
N -1.2189 1.2221 2.7395
C -1.6605 2.5155 2.4894
C -1.8965 3.4358 3.4789
C -2.3616 4.7339 3.1774
C -2.5798 5.1252 1.8897
C -2.3671 4.1965 0.8410
C -2.5884 4.5107 -0.5189
C -2.4151 3.5558 -1.4761
C -2.0284 2.2615 -1.0740
N -1.7867 1.9337 0.1703
C -1.9347 2.8856 1.1347
H -0.4962 0.8809 2.1136
H -0.9923 1.0342 3.7045
H -1.7005 3.1629 4.5090
H -2.5305 5.4299 3.9893
H -2.9163 6.1273 1.6546
H -2.9010 5.5143 -0.7834
H -2.5805 3.7701 -2.5233
H -1.9314 1.4658 -1.8096
C 0.2644 0.6325 -5.1933
S -0.0362 -0.3702 -3.7452
O 0.1660 -1.7842 -4.2631
C 1.4387 0.0648 -2.8420
C 1.3939 1.1139 -1.9352
C 2.5395 1.4381 -1.2283
C 3.7035 0.7059 -1.4194
C 3.7272 -0.3517 -2.3157
C 2.5879 -0.6837 -3.0355
H 1.2157 0.3252 -5.6250
H 0.2919 1.6793 -4.8909
H -0.5545 0.4544 -5.8885
H 0.4673 1.6484 -1.7491
H 2.5089 2.2267 -0.4898
H 4.5831 0.9378 -0.8340
H 4.6283 -0.9383 -2.4397
H 2.5792 -1.5174 -3.7253
F 1.4741 -1.5925 2.7703
B 1.6999 -0.9094 1.5478
F 2.1932 -1.7914 0.5881
F 2.5299 0.1823 1.7578
F 0.4093 -0.4352 1.0899

---

Entry 5:
Here is a 2-piece molecular cluster, C10H16 overall in a non-equilibrium geometry from the Open Molecules 2025 dataset. Energies are from wB97M-V/def2-TZVPD.

Computed properties:
relative energy (zero: lowest compared OMol25 entry of this formula, charge and spin)	45.4	kJ/mol
net charge	0
HOMO	-8.9	eV
calculated total energy	-10629.273	eV
max |F|	1.4	eV/Å
HOMO-LUMO gap	9.91	eV
spin multiplicity	1
lowest unoccupied orbital energy	0.03531	hartree

Atoms and positions in Å:
C 1.4475 1.5602 -2.2878
C 0.1942 0.8174 -1.8162
C -0.2056 0.9873 -0.3697
C 0.5482 1.6186 0.5920
C 0.1185 1.6296 1.9306
C -1.1896 1.3197 2.1970
C -2.0362 0.8396 1.1802
C -1.5090 0.5371 -0.0511
H 1.4764 1.5381 -3.3789
H 2.3995 1.1621 -1.9342
H 1.3848 2.6066 -1.9824
H -0.6256 1.0623 -2.4904
H 0.3948 -0.2488 -1.9589
H 1.5708 1.8867 0.3676
H 0.8493 1.8491 2.6938
H -1.5662 1.2860 3.2096
H -3.0763 0.6355 1.4193
H -2.0897 0.0606 -0.8346
C 1.4716 -3.4596 -0.4597
C 0.2082 -4.1067 0.1172
H 1.1813 -2.8329 -1.3075
H 1.9500 -2.8077 0.2676
H 2.1698 -4.2090 -0.8189
H -0.5937 -3.3956 0.3035
H -0.1914 -4.7704 -0.6500
H 0.3961 -4.6532 1.0379

---

Entry 6:
Here is C3H3O9Rb as an isolated structure in a non-equilibrium geometry from the Open Molecules 2025 dataset. Energies are from wB97M-V/def2-TZVPD.

Computed properties:
relative energy (zero: lowest compared OMol25 entry of this formula, charge and spin)	172.8	kJ/mol
net charge	-2
HOMO	-2.1	eV
calculated total energy	-22245.508	eV
max |F|	6.0	eV/Å
HOMO-LUMO gap	6.70	eV
spin multiplicity	1
lowest unoccupied orbital energy	0.16920	hartree

Atoms and positions in Å:
Rb -0.1650 0.0494 0.6777
O -0.9317 -0.5799 -3.3609
C -0.3759 -1.6049 -2.7777
O 0.4113 -1.4820 -1.8137
O -0.5873 -2.7411 -3.2650
H -1.5426 -1.0615 -3.9234
O 1.0094 2.0153 -0.9482
C 0.2193 3.0569 -1.1736
O 0.7074 4.0146 -1.8270
O -0.9184 3.1136 -0.7722
H 1.6487 2.5034 -1.4723
O 0.1155 -1.9743 5.1183
C 0.3142 -1.4767 3.8957
O -0.6017 -0.8024 3.4515
O 1.3374 -1.6237 3.2398
H -0.6404 -1.4067 4.9511

---

Entry 7:
Here is a single C18H20BrN3O3S molecule from the Open Molecules 2025 dataset. Energies are from wB97M-V/def2-TZVPD.

Computed properties:
relative energy (zero: lowest compared OMol25 entry of this formula, charge and spin)	0.0	kJ/mol
net charge	0
HOMO	-9.2	eV
calculated total energy	-110481.707	eV
max |F|	1.0	eV/Å
HOMO-LUMO gap	9.63	eV
spin multiplicity	1
lowest unoccupied orbital energy	0.01603	hartree

Atoms and positions in Å:
O 2.4113 2.3058 -1.2462
C 1.9370 1.3172 -0.7226
N 2.5022 0.0984 -0.8064
C 3.7896 -0.1158 -1.4178
C 4.5923 -1.1260 -0.6431
C 5.9460 -1.3224 -0.9024
C 6.6276 -2.2803 -0.1732
C 5.9397 -3.0093 0.7863
C 4.5935 -2.7398 0.9671
N 3.9376 -1.8261 0.2727
C 0.6089 1.3222 0.0261
C 0.2871 2.7072 0.5885
C -1.0821 2.6904 1.2632
C -2.1495 2.1862 0.2915
N -1.7974 0.9134 -0.3061
S -2.0982 -0.4140 0.6715
O -1.4028 -1.5339 0.1093
O -1.9209 -0.1391 2.0705
C -3.8530 -0.6087 0.3609
C -4.2563 -0.9786 -0.9083
C -5.6048 -1.1231 -1.1814
C -6.5224 -0.8889 -0.1674
Br -8.3733 -1.0804 -0.5360
C -6.1226 -0.5201 1.1074
C -4.7698 -0.3807 1.3689
C -0.5026 0.9151 -0.9515
H 2.1510 -0.6878 -0.2770
H 4.3081 0.8474 -1.4673
H 3.6652 -0.4782 -2.4491
H 6.4452 -0.7334 -1.6563
H 7.6793 -2.4557 -0.3475
H 6.4353 -3.7639 1.3762
H 4.0038 -3.2758 1.6991
H 0.6317 0.5867 0.8369
H 1.0554 3.0019 1.3050
H 0.3033 3.4287 -0.2313
H -1.0566 2.0215 2.1246
H -1.3493 3.6910 1.6062
H -3.1039 2.0467 0.8038
H -2.2906 2.9018 -0.5254
H -3.5082 -1.1571 -1.6633
H -5.9435 -1.4137 -2.1639
H -6.8562 -0.3473 1.8798
H -4.4112 -0.1047 2.3481
H -0.3366 -0.0940 -1.3299
H -0.5395 1.6172 -1.7900

---

Entry 8:
Here is a single C26H30N4O2S molecule from the Open Molecules 2025 dataset. Energies are from wB97M-V/def2-TZVPD.

Computed properties:
relative energy (zero: lowest compared OMol25 entry of this formula, charge and spin)	4.0	kJ/mol
net charge	0
HOMO	-8.1	eV
calculated total energy	-48341.133	eV
max |F|	0.8	eV/Å
HOMO-LUMO gap	8.10	eV
spin multiplicity	1
lowest unoccupied orbital energy	-0.00180	hartree

Atoms and positions in Å:
C 6.6523 0.4683 -2.2126
C 6.7397 -0.9477 -1.6502
N 6.3657 -0.9832 -0.2505
C 6.9693 -2.0431 0.5284
C 6.5962 -3.4696 0.1063
C 4.9596 -0.7667 0.0029
C 4.7609 0.5854 0.7128
N 3.3519 0.8890 0.8855
C 2.7069 0.4217 1.9949
S 3.4333 -0.4753 3.1695
N 1.3831 0.7158 2.1249
C 0.6584 1.4330 1.2099
C -0.6936 1.7122 1.4016
C -1.3884 2.4313 0.4461
C -2.8180 2.8050 0.7150
O -3.0941 3.5689 1.6219
N -3.7433 2.2845 -0.1178
C -5.1433 2.5800 0.1069
C -5.9795 1.3424 0.1848
C -5.5286 0.1183 -0.0805
C -6.3964 -1.0650 0.0460
C -7.2198 -1.2059 1.1614
C -8.0465 -2.3055 1.2955
C -8.0688 -3.2829 0.3148
C -7.2592 -3.1514 -0.8004
C -6.4275 -2.0547 -0.9329
C -4.0958 -0.0880 -0.4962
C -3.5150 1.2124 -1.0559
C -0.7360 2.8964 -0.6997
C 0.5994 2.6201 -0.8922
C 1.3087 1.8818 0.0545
C 2.7285 1.5817 -0.1519
O 3.3491 1.9008 -1.1431
H 5.6305 0.8375 -2.2000
H 7.0075 0.4783 -3.2404
H 7.2717 1.1380 -1.6219
H 7.7739 -1.2929 -1.7228
H 6.1144 -1.6198 -2.2639
H 8.0548 -1.9225 0.4629
H 6.6800 -1.8861 1.5705
H 5.5190 -3.6152 0.1486
H 7.0656 -4.1861 0.7751
H 6.9325 -3.6711 -0.9080
H 4.3890 -0.7564 -0.9327
H 4.5453 -1.5530 0.6426
H 5.1995 1.3792 0.1089
H 5.2386 0.5595 1.6925
H 0.9376 0.3779 2.9684
H -1.1937 1.3769 2.2979
H -5.5159 3.2268 -0.7010
H -5.2112 3.1456 1.0419
H -7.0125 1.5044 0.4545
H -7.1943 -0.4518 1.9342
H -8.6739 -2.4020 2.1693
H -8.7143 -4.1423 0.4185
H -7.2764 -3.9064 -1.5728
H -5.8182 -1.9580 -1.8200
H -3.5144 -0.4031 0.3764
H -4.0180 -0.8791 -1.2422
H -4.0230 1.4646 -1.9933
H -2.4480 1.1028 -1.2508
H -1.2835 3.4794 -1.4243
H 1.1278 2.9649 -1.7676